{
  "formula": "C6H11P",
  "method": "ωB97M-V with the def2-TZVPD basis set",
  "de_lowest_kj_mol": 190.9,
  "gap_ev": 9.0,
  "elements": ["C", "C", "C", "P", "C", "C", "C", "H", "H", "H", "H", "H", "H", "H", "H", "H", "H", "H"],
  "positions_angstrom": [[0.142, 2.618, 0.277], [0.947, 1.402, 0.187], [0.454, 0.341, -0.717], [0.327, -0.375, -2.229], [-1.004, -0.429, -0.824], [-1.031, -1.744, -0.038], [0.319, -2.249, 0.436], [0.667, 3.423, 0.846], [-0.836, 2.614, 0.748], [-0.208, 2.992, -0.780], [1.077, 0.997, 1.125], [2.031, 1.562, -0.022], [-1.818, 0.199, -0.863], [-1.565, -1.369, 0.795], [-1.571, -2.528, -0.545], [0.914, -2.624, -0.449], [0.176, -3.252, 1.072], [0.980, -1.578, 0.980]]
}